1.
Here is a molecular structure, C30H35IrNOS in a non-equilibrium geometry from OMol25. Energies are from ωB97M-V/def2-TZVPD.

The calculation puts the LUMO energy (alpha / beta) at -6.6 / -7.6 eV. As for the orbital gap (alpha / beta): 0.272 / 0.236 Eh. As for the energy above the lowest of the compared OMol25 structures with the same formula, charge and spin: 0.0 kJ/mol. The value obtained for the HOMO energy (alpha / beta) is -13.98 / -14.03 eV.

Structure (ORCA input):
```
! RIJCOSX wB97M-V def2-TZVPD def2/J DEFGRID3
* xyz 2 2
Ir 0.0845 -0.0262 0.1014
C 2.5498 1.3311 2.4412
C 1.2335 0.6837 2.1509
C 1.0493 -0.7276 2.2717
C -0.2032 -1.3091 2.1196
C -0.4051 -2.7760 2.3312
C -1.3093 -0.4624 1.7728
C -1.1830 0.9405 1.7211
C -2.3853 1.8142 1.5861
C 0.1278 1.4895 1.8358
H 2.4356 1.9217 3.3533
H 2.8427 2.0158 1.6452
H 3.3404 0.6053 2.6027
H 1.9037 -1.3531 2.4957
H -0.5634 -2.9505 3.3985
H 0.4746 -3.3470 2.0361
H -1.2829 -3.1484 1.8062
H -2.2864 -0.9040 1.6221
H -2.6818 2.1167 2.5940
H -3.2188 1.2834 1.1307
H -2.1777 2.7135 1.0130
H 0.2625 2.5602 1.7497
S -2.4686 1.6074 -3.1604
C -1.7956 2.9438 -2.3417
C -0.9876 2.5845 -1.2984
C -0.9203 1.1765 -1.1552
C -1.6704 0.5256 -2.0984
C -1.5894 -0.9112 -2.1398
C -2.2110 -1.7518 -3.0550
C -2.0164 -3.1147 -2.9666
C -1.1954 -3.6214 -1.9641
C -0.5966 -2.7433 -1.0916
N -0.7853 -1.4162 -1.1680
H -2.0377 3.9440 -2.6673
H -0.4582 3.3069 -0.6932
H -2.8388 -1.3238 -3.8246
H -2.4965 -3.7814 -3.6702
H -1.0189 -4.6819 -1.8586
H 0.0515 -3.0959 -0.3049
C 2.7978 -2.8289 -0.2588
C 3.9314 -1.8826 -0.6373
C 4.2555 -0.9127 0.4984
C 3.7048 -1.1128 -1.9174
C 4.6340 -1.2294 -2.9168
C 4.5541 -0.4825 -4.1042
C 3.5124 0.4180 -4.3071
C 2.5292 0.5868 -3.3620
C 1.4255 1.5904 -3.5655
C 1.9118 2.9733 -3.1100
C 0.9156 1.6337 -5.0065
C 2.5918 -0.1891 -2.1230
O 1.6656 -0.0246 -1.2683
H 3.0980 -3.4459 0.5904
H 2.5375 -3.4952 -1.0828
H 1.9135 -2.2603 0.0255
H 4.8151 -2.4981 -0.8161
H 3.4090 -0.2453 0.6581
H 5.1257 -0.2996 0.2636
H 4.4641 -1.4543 1.4234
H 5.4662 -1.9089 -2.7835
H 5.3172 -0.6044 -4.8616
H 3.4773 0.9882 -5.2249
H 0.5994 1.3022 -2.9207
H 2.7833 3.2871 -3.6868
H 2.1884 2.9731 -2.0532
H 1.1249 3.7138 -3.2576
H 1.6562 2.0469 -5.6920
H 0.0375 2.2774 -5.0623
H 0.6350 0.6425 -5.3660
*
```

For each atom in turn, the Mulliken charge in e is: 1.2812, -1.6297, 0.9387, -0.9094, 0.9440, -1.6932, -0.5030, 0.2630, -1.3588, -0.8059, 0.3975, 0.3853, 0.4346, 0.4841, 0.4111, 0.3494, 0.4397, 0.4884, 0.4037, 0.4108, 0.3413, 0.6155, -0.1456, -0.5877, -0.7071, -0.6171, 0.4645, 1.3877, -1.0840, -0.5599, -1.3098, -0.0052, 0.0888, 0.5098, 0.4795, 0.5087, 0.4607, 0.5083, 0.5642, -1.2382, 0.3307, -1.1492, 0.3342, -0.8235, -1.3699, -0.5867, 0.2218, 2.9707, -1.4182, -1.7431, -0.0525, 0.2537, 0.5258, 0.5061, -0.2804, 0.8406, -0.3370, 0.5111, 0.4628, 0.4987, 0.4159, 0.4123, -1.2825, 0.3997, 0.2731, 0.3940, 0.4526, 0.4338, 0.3995

=====

2.
Here is 5 unconnected molecules or ions with the total composition C18H35O10P in a non-equilibrium geometry from OMol25. Energies are from ωB97M-V/def2-TZVPD.

The calculation puts the LUMO energy at -2.1 eV. As for the orbital gap: 0.278 Eh. As for the SMILES: C#CC1=C(P(=O)(O)O)C(=O)OC1=O.CC(C)O.CC(C)O.CC(C)O.CC(C)O. As for the energy above the lowest of the compared OMol25 structures with the same formula, charge and spin: 541.0 kJ/mol. The value obtained for the HOMO energy is -9.65 eV.

Structure (ORCA input):
```
! RIJCOSX wB97M-V def2-TZVPD def2/J DEFGRID3
* xyz 0 1
C 2.2638 -7.4156 0.6928
C 1.7831 -6.2575 1.1652
C 1.3319 -4.8982 0.4136
C 2.1174 -3.7361 0.0343
P 3.9196 -3.4850 0.5826
O 3.9262 -4.0588 2.0390
O 5.1461 -4.1302 -0.4062
O 4.0590 -1.7986 0.8990
C 1.1959 -2.8888 -0.9412
O 1.6824 -2.4491 -2.0182
O -0.1765 -3.2957 -0.9532
C -0.1078 -4.3633 0.0223
O -0.9679 -4.3717 0.9190
H 2.7918 -8.4266 0.5244
H 4.7782 -5.0277 -0.6324
H 4.9133 -1.4520 0.5589
C 1.4342 -1.9185 4.2098
C 2.1336 -0.7387 4.8652
C 2.0225 0.5138 4.0105
O 3.5093 -1.0559 5.0655
H 1.8876 -2.1523 3.2406
H 1.5316 -2.8152 4.8283
H 0.3708 -1.7126 4.0572
H 1.6955 -0.5519 5.8500
H 2.4962 0.3642 3.0340
H 2.5396 1.3515 4.4873
H 0.9775 0.7927 3.8524
H 3.9059 -1.2234 4.1987
C -2.1248 3.5629 1.7560
C -1.0201 2.5789 2.1073
C -1.3986 1.1586 1.7162
O -0.7662 2.6324 3.5098
H -3.0488 3.3207 2.2911
H -1.8448 4.5772 2.0529
H -2.3317 3.5572 0.6825
H -0.0957 2.8664 1.5978
H -2.2975 0.8325 2.2501
H -0.6005 0.4602 1.9851
H -1.5839 1.0810 0.6413
H -1.5787 2.3793 3.9702
C -5.9209 6.6758 -0.5620
C -4.8161 5.6918 -0.2109
C -5.1944 4.2719 -0.6032
O -4.5627 5.7446 1.1915
H -6.8450 6.4328 -0.0272
H -5.6406 7.6901 -0.2641
H -6.1275 6.6709 -1.6357
H -3.8916 5.9799 -0.7199
H -6.0935 3.9455 -0.0698
H -4.3968 3.5736 -0.3347
H -5.3794 4.1952 -1.6781
H -5.3754 5.4910 1.6511
C 0.8637 -2.2111 -5.5261
C 2.0692 -1.8984 -6.3983
C 2.2797 -0.3986 -6.5346
O 1.8797 -2.4694 -7.6914
H -0.0523 -1.7993 -5.9628
H 0.7174 -3.2921 -5.4464
H 0.9866 -1.7996 -4.5208
H 2.9637 -2.3574 -5.9673
H 1.4131 0.0764 -7.0066
H 3.1423 -0.1883 -7.1735
H 2.4447 0.0673 -5.5593
H 1.0900 -2.0692 -8.0812
*
```

For each atom in turn, the natural (NBO) charge in e is: -0.1260, -0.0434, -0.0105, -0.4708, 2.2011, -1.0327, -0.9221, -0.9340, 0.7481, -0.5050, -0.4692, 0.7235, -0.4597, 0.2791, 0.5129, 0.5093, -0.6312, 0.0953, -0.6365, -0.7224, 0.2012, 0.2197, 0.2034, 0.1725, 0.1912, 0.2167, 0.2246, 0.4624, -0.6231, 0.0902, -0.6308, -0.7203, 0.1983, 0.2267, 0.2033, 0.1755, 0.1978, 0.2153, 0.2094, 0.4588, -0.6289, 0.0932, -0.6296, -0.7185, 0.1971, 0.2190, 0.2098, 0.1769, 0.1977, 0.2160, 0.2106, 0.4582, -0.6330, 0.0942, -0.6291, -0.7202, 0.1938, 0.2143, 0.2245, 0.1745, 0.1961, 0.2163, 0.2109, 0.4574

=====

3.
Here is a gas-phase ion, C10H8N3 (charge +1) in a non-equilibrium geometry from OMol25. Energies are from ωB97M-V/def2-TZVPD.

The calculation puts the LUMO energy at -5.9 eV. As for the orbital gap: 0.255 Eh. As for the energy above the lowest of the compared OMol25 structures with the same formula, charge and spin: 124.5 kJ/mol. The value obtained for the HOMO energy is -12.80 eV.

Structure (ORCA input):
```
! RIJCOSX wB97M-V def2-TZVPD def2/J DEFGRID3
* xyz 1 1
C 3.7205 1.5365 0.0439
C -2.5175 1.3596 -0.0255
C -1.3657 2.0747 -0.1612
C -2.4543 -0.0697 -0.0357
C -0.1317 1.4333 -0.2329
C -1.2993 -0.7163 -0.0485
C -0.1131 -0.0189 -0.1355
C 3.0710 -1.7903 -0.3021
C 1.6087 -1.6445 -0.4761
C 3.2282 0.3241 0.6405
N 4.0119 2.5721 -0.3161
N 3.6210 -0.8253 0.2634
N 1.1264 -0.5259 -0.1090
H -3.4775 1.8156 0.0000
H -1.2910 3.2060 -0.2131
H -3.4299 -0.5623 0.0097
H 0.6942 2.2027 -0.4277
H -1.3176 -1.7633 0.0922
H 3.4387 -2.7576 -0.4390
H 0.9835 -2.5527 -0.7837
H 2.9938 0.5172 1.7553
*
```

For each atom in turn, the natural (NBO) charge in e is: 0.1572, -0.1316, -0.2189, -0.1863, -0.1698, -0.2180, 0.1242, 0.1887, 0.0040, 0.1829, -0.1107, -0.2637, -0.3239, 0.2355, 0.2416, 0.2390, 0.2450, 0.2252, 0.2462, 0.2396, 0.2938

=====

4.
Here is 10 unconnected molecules or ions with the total composition H20O10 from OMol25. Energies are from ωB97M-V/def2-TZVPD.

The calculation puts the LUMO energy at -0.4 eV. As for the orbital gap: 0.352 Eh. As for the SMILES: O.O.O.O.O.O.O.O.O.O. As for the energy above the lowest of the compared OMol25 structures with the same formula, charge and spin: 191.6 kJ/mol. The value obtained for the HOMO energy is -9.97 eV.

Structure (ORCA input):
```
! RIJCOSX wB97M-V def2-TZVPD def2/J DEFGRID3
* xyz 0 1
O -15.5112 3.3511 14.9469
H -15.4792 4.0718 14.3112
H -14.6473 2.9282 14.8835
O -13.3698 -2.7109 17.3352
H -13.3991 -2.7277 18.2975
H -12.4351 -2.6560 17.0880
O -16.8967 -0.0355 15.0053
H -17.8084 -0.0696 15.3051
H -16.4905 0.6581 15.5587
O -12.4395 0.3964 20.3548
H -11.9583 0.2680 19.5251
H -11.8682 0.0093 21.0232
O -16.1901 1.6977 17.1519
H -15.4079 1.1490 17.3399
H -15.8560 2.4064 16.5816
O -13.8047 0.2708 16.9294
H -13.5906 -0.5588 17.3743
H -13.1865 0.3302 16.1894
O -15.0738 -2.1821 14.7979
H -14.6144 -2.2199 15.6442
H -15.6836 -1.4222 14.8669
O -10.4424 -0.0909 18.2745
H -9.4993 -0.2251 18.3993
H -10.6584 -0.5325 17.4378
O -10.9644 -1.7866 16.0791
H -11.4440 -1.5363 15.2737
H -10.4287 -2.5494 15.8337
O -12.0487 0.5170 14.5920
H -12.1462 0.5967 13.6371
H -11.1372 0.7731 14.7750
*
```

For each atom in turn, the natural (NBO) charge in e is: -0.9497, 0.4831, 0.4751, -0.9730, 0.4834, 0.4901, -0.9832, 0.4776, 0.5008, -0.9574, 0.4912, 0.4589, -0.9815, 0.5008, 0.4830, -0.9872, 0.4910, 0.4919, -0.9960, 0.4742, 0.4996, -0.9769, 0.4751, 0.4953, -0.9836, 0.5120, 0.4926, -0.9653, 0.4938, 0.4844